# 1
ORCA calculation (ωB97M-V with the def2-TZVPD basis set) on C46H66ClN3O5P2SiSr as an isolated structure in a non-equilibrium geometry.

The geometry in XYZ format:
```
125
Properties=species:S:1:pos:R:3:forces:R:3
Sr 0.5080 -1.1583 0.0294 0.5809 -0.1133 0.9599
C -0.4544 2.9246 -0.9433 -0.1352 0.0717 0.0412
Si -0.8691 1.5569 0.3546 -0.2875 0.4518 -0.3237
C -2.8242 1.5135 0.3166 0.1024 0.0161 0.0300
C -3.5888 2.4001 -0.4534 -0.0218 -0.0263 -0.0191
C -4.9769 2.4001 -0.4325 0.0350 -0.0092 -0.0010
C -5.6569 1.5225 0.4034 0.0477 -0.0091 0.0075
C -4.9257 0.6234 1.1655 -0.0248 0.0669 0.0314
C -3.5336 0.5805 1.1001 -0.0565 -0.0954 0.0313
P -2.5644 -0.6933 2.0201 0.0061 0.0910 0.0658
C -3.1632 -0.3783 3.7514 -0.0769 0.0419 0.0477
C -2.7075 1.0205 4.2054 0.0276 0.0330 -0.0007
C -2.6505 1.1560 5.7356 0.0285 0.0126 -0.0088
C -3.6834 0.2541 6.3989 -0.0455 0.0007 0.0054
C -3.3516 -1.2211 6.1228 0.0058 -0.0210 -0.0081
C -2.6670 -1.4180 4.7585 0.0620 -0.0179 0.0105
C -3.2636 -2.3962 1.7214 -0.0186 -0.1166 0.0251
C -4.6457 -2.8389 2.2428 -0.0008 -0.0038 -0.0100
C -5.8012 -2.7555 1.2444 -0.0349 0.0638 0.0039
C -5.4327 -3.4065 -0.0819 -0.0261 -0.0045 -0.0061
C -4.1973 -2.7212 -0.6500 0.0748 0.0477 -0.0919
C -3.0079 -2.8919 0.2858 -0.0232 -0.0723 0.0869
C -0.6982 2.6856 1.9501 0.0426 -0.0338 0.0337
C -1.6474 3.6937 2.1865 0.0232 -0.0123 -0.0414
C -1.5966 4.5226 3.2923 -0.0040 0.0122 0.0053
C -0.5707 4.3712 4.2198 -0.0261 0.0009 -0.0195
C 0.3898 3.4007 4.0047 0.0511 -0.0253 0.0055
C 0.3496 2.5596 2.8841 0.0275 0.0253 0.0372
P 1.5973 1.2476 2.5311 -0.2383 -0.1387 -0.1573
C 1.8214 0.2633 4.1058 0.1133 -0.0259 0.0896
C 0.9835 -1.0083 3.9189 -0.0364 0.0427 -0.0043
C 1.0982 -1.9947 5.0744 0.0559 -0.0332 -0.0127
C 0.8077 -1.3312 6.4150 -0.0509 0.0243 0.0407
C 1.7118 -0.1186 6.6115 0.0467 -0.0158 0.0145
C 1.5382 0.8872 5.4732 -0.0568 0.0279 0.0015
C 3.2602 2.0180 2.2543 0.0470 0.0341 -0.0568
C 3.9526 2.9034 3.3002 0.0091 0.0098 0.0090
C 3.5840 4.3877 3.2285 -0.0146 0.0134 0.0258
C 3.7042 4.9393 1.8107 0.0476 0.0195 -0.0061
C 2.8629 4.1121 0.8442 -0.0253 -0.0066 -0.0134
C 3.3233 2.6587 0.8580 0.0283 -0.0048 0.0086
H -0.9230 3.8994 -0.7524 -0.0109 0.0054 -0.0368
H 0.6304 3.0753 -0.9483 -0.0174 -0.0012 0.0077
H -0.7237 2.5820 -1.9472 0.0153 0.0195 0.0571
H -3.0768 3.1186 -1.0863 -0.0046 0.0016 0.0006
H -5.5267 3.0973 -1.0567 -0.0155 -0.0009 0.0103
H -6.7401 1.5311 0.4562 -0.0011 0.0066 -0.0080
H -5.4493 -0.0545 1.8307 0.0199 0.0502 -0.0099
H -4.2614 -0.4034 3.7536 0.0105 0.0099 -0.0026
H -1.7202 1.2398 3.7930 -0.0233 -0.0222 0.0246
H -3.3755 1.7728 3.7800 -0.0212 -0.0013 0.0137
H -1.6540 0.8741 6.0954 -0.0309 -0.0052 0.0053
H -2.7895 2.2023 6.0184 -0.0079 -0.0037 0.0076
H -3.7392 0.4343 7.4763 0.0147 0.0044 0.0020
H -4.6723 0.4952 5.9942 0.0075 -0.0015 -0.0060
H -2.6984 -1.6076 6.9116 0.0067 0.0074 0.0061
H -4.2691 -1.8169 6.1626 -0.0001 0.0017 -0.0026
H -1.5813 -1.3152 4.8560 -0.2131 -0.0268 0.0087
H -2.8366 -2.4382 4.4116 -0.0093 -0.0004 -0.0210
H -2.5257 -2.9264 2.3346 -0.0240 0.0258 -0.0628
H -4.5519 -3.8951 2.5321 0.0089 0.0076 -0.0047
H -4.9031 -2.3053 3.1625 -0.0112 -0.0024 -0.0171
H -6.6892 -3.2208 1.6863 0.0031 -0.0327 -0.0125
H -6.0611 -1.7145 1.0395 -0.0086 -0.0786 0.0118
H -5.2280 -4.4747 0.0716 0.0060 0.0068 0.0039
H -6.2703 -3.3407 -0.7833 0.0029 0.0134 0.0011
H -3.9386 -3.1188 -1.6334 -0.0074 0.0038 0.0080
H -4.3944 -1.6573 -0.8040 -0.0116 0.0100 0.0053
H -2.7431 -3.9560 0.3310 -0.0261 0.0225 0.0141
H -2.1332 -2.3912 -0.1315 -0.0420 0.0298 -0.0738
H -2.4643 3.8188 1.4828 0.0115 -0.0050 0.0035
H -2.3580 5.2827 3.4360 0.0039 0.0003 0.0122
H -0.5175 5.0076 5.0965 -0.0020 -0.0021 0.0056
H 1.1906 3.2952 4.7237 -0.0065 0.0484 -0.0332
H 2.8808 -0.0313 4.0756 -0.0004 0.0144 -0.0077
H -0.0683 -0.7253 3.7740 0.1382 0.0184 -0.0288
H 1.2793 -1.5082 2.9981 0.0293 0.0048 -0.0130
H 0.4298 -2.8397 4.8912 -0.0212 0.0043 0.0117
H 2.1172 -2.4015 5.0938 -0.0083 0.0062 0.0005
H -0.2393 -1.0012 6.4410 0.0756 -0.0009 0.0240
H 0.9315 -2.0438 7.2368 0.0144 -0.0003 0.0005
H 1.5052 0.3671 7.5713 -0.0192 -0.0007 -0.0032
H 2.7568 -0.4523 6.6457 -0.0072 0.0025 -0.0102
H 0.5062 1.2564 5.4903 0.0326 -0.0243 0.0039
H 2.1791 1.7554 5.6482 0.0244 -0.0451 0.0157
H 3.8304 1.0858 2.1664 0.0138 -0.0044 0.0318
H 3.7785 2.5163 4.3091 -0.0095 0.0132 -0.0066
H 5.0356 2.8224 3.1308 -0.0059 -0.0011 -0.0148
H 2.5580 4.5399 3.5646 -0.0162 -0.0119 -0.0058
H 4.2268 4.9523 3.9134 -0.0006 -0.0023 -0.0011
H 3.4023 5.9913 1.7919 -0.0132 -0.0055 0.0061
H 4.7545 4.9050 1.4909 -0.0118 -0.0104 0.0011
H 1.8079 4.1774 1.1300 -0.0063 -0.0042 0.0151
H 2.9353 4.5104 -0.1716 0.0157 -0.0003 0.0068
H 2.7597 2.0528 0.1466 -0.0188 0.0058 0.0093
H 4.3653 2.6222 0.5146 -0.0135 0.0049 -0.0055
O 0.2768 -1.3511 -2.2586 0.1346 -0.0347 -0.6632
C 0.9814 -1.7613 -3.2680 -0.1339 -0.0710 0.1278
C 1.8040 -2.9091 -3.1162 -0.0009 -0.0675 -0.1059
C 2.5493 -3.4169 -4.1510 -0.0152 -0.0083 0.0418
C 2.5209 -2.8085 -5.4084 0.0006 0.0228 0.0120
C 1.7535 -1.6750 -5.5709 -0.0310 -0.0173 0.0130
C 0.9888 -1.1154 -4.5359 0.0656 0.0784 -0.0731
C 0.2952 0.1626 -4.7729 0.0806 -0.0225 0.0379
N -0.5518 0.8099 -3.9974 -0.0696 0.0174 -0.0487
C -0.8722 1.9732 -4.6525 0.0091 -0.0341 0.0144
C -0.2156 2.0496 -5.8397 0.0246 -0.0160 -0.0218
N 0.5240 0.8919 -5.9121 -0.0608 0.0244 0.0409
H 1.8196 -3.3807 -2.1403 -0.0194 0.0305 0.0097
H 3.1608 -4.2962 -3.9814 0.0077 0.0020 -0.0186
H 3.0966 -3.2030 -6.2364 -0.0050 -0.0048 0.0040
H 1.7499 -1.2216 -6.5558 -0.0419 0.0531 -0.0284
H -1.5516 2.6903 -4.2193 0.0125 -0.0109 -0.0075
H -0.1935 2.7978 -6.6129 0.0028 -0.0131 0.0037
H 1.1846 0.6649 -6.6280 0.0802 -0.0234 -0.0223
O -2.4298 -0.8222 -2.3531 -0.0297 0.0408 0.0435
H -1.5240 -1.1863 -2.3983 0.0246 0.0382 -0.0670
H -2.2419 0.0829 -2.6398 -0.0118 -0.1153 0.0118
O 3.3540 0.8269 -2.4848 -0.0552 0.0418 0.0600
H 3.4984 0.3352 -1.6532 0.0025 -0.0332 -0.0575
H 2.4321 0.6366 -2.6959 0.0207 0.0011 -0.0183
Cl 3.4117 -0.9011 0.2714 -0.0981 -0.0588 -0.0505
O -0.2717 -2.9885 1.8047 0.1167 -0.0915 0.0433
N 0.3582 -3.9901 1.3727 0.0031 -0.0111 -0.0797
O 0.9440 -3.7980 0.2923 -0.0797 -0.0927 0.0136
```
Positions in Å, forces in eV/Å.

E_LUMO   4.1786 eV
Energy above the lowest of the compared OMol25 structures with the same formula, charge and spin   0.4744 eV
HOMO energy   -1.214 eV
Charge   -2

# 2
ORCA calculation (ωB97M-V with the def2-TZVPD basis set) on CCl6P as an isolated structure in a non-equilibrium geometry.

The geometry in XYZ format:
```
8
Properties=species:S:1:pos:R:3:forces:R:3
C 0.5341 0.0132 -1.0637 -1.1906 -1.6338 0.5517
P -0.3834 -0.0767 0.8257 0.3364 1.1106 -1.6796
Cl 2.1033 -0.6837 -1.1039 0.1718 0.2878 0.2934
Cl 0.3323 1.5764 -1.6489 0.4883 0.9924 -0.2959
Cl -0.6599 -1.0868 -1.7469 -0.2528 -0.5102 -0.7227
Cl -1.9402 1.0948 0.4993 -0.4198 -0.1922 0.2143
Cl -0.9670 -1.7154 1.6910 -0.3915 -0.9799 -0.1031
Cl 0.9807 0.8783 2.5475 1.2583 0.9254 1.7418
```
Positions in Å, forces in eV/Å.

2S+1   3
E_LUMO (spin up / spin down)   -5.0928 / -9.7329 eV
Energy above the lowest of the compared OMol25 structures with the same formula, charge and spin   0.0000 eV
<S²>   2.01
HOMO energy (spin up / spin down)   -12.597 / -15.281 eV
Charge   +1

# 3
ORCA calculation (ωB97M-V with the def2-TZVPD basis set) on one molecule with the formula C4H10N2O in a non-equilibrium geometry.

The geometry in XYZ format:
```
17
Properties=species:S:1:pos:R:3:forces:R:3
C 1.3692 0.3608 -0.6989 0.2298 -0.4859 -0.2650
C 0.3467 -0.7723 -0.5547 1.3665 0.2059 2.1476
C -0.4626 -0.6275 0.7383 -1.2866 0.7933 0.1304
C -1.5305 0.4553 0.5706 0.4033 -0.5429 -0.5123
N -2.7427 0.0671 0.0535 -0.1945 0.5107 0.2641
O -1.3152 1.6141 0.8595 -0.1330 0.1521 0.2735
N 2.3616 0.3176 0.3765 -0.2939 0.0953 0.1936
H 0.8593 1.3206 -0.6985 -0.0150 0.1056 -0.0573
H 1.8721 0.2178 -1.6612 -0.1490 0.2626 -0.0957
H -0.2904 -0.8180 -1.3855 -0.9276 -0.1362 -1.3395
H 0.9104 -1.6990 -0.4644 0.0213 -0.1838 -0.2666
H -0.9685 -1.5463 1.0373 0.1536 -0.1509 -0.1255
H 0.0868 -0.2424 1.5960 0.5874 -0.3741 -0.2323
H -3.3815 0.8414 -0.0318 -0.1087 -0.0314 -0.2565
H -2.8586 -0.6840 -0.6017 0.1893 -0.2300 0.1794
H 3.2543 -0.0298 0.0659 0.0635 0.0396 -0.0432
H 2.4896 1.2247 0.7991 0.0937 -0.0301 0.0053
```
Positions in Å, forces in eV/Å.

E_LUMO   0.9695 eV
Energy above the lowest of the compared OMol25 structures with the same formula, charge and spin   0.7057 eV
SMILES   NCCCC(N)=O
HOMO energy   -9.211 eV

# 4
ORCA calculation (ωB97M-V with the def2-TZVPD basis set) on one molecule with the formula C6N2 in a non-equilibrium geometry.

The geometry in XYZ format:
```
8
Properties=species:S:1:pos:R:3:forces:R:3
C -2.6409 -0.3442 -1.9609 6.6170 0.5360 3.5280
C -1.3417 -0.2239 -1.2567 6.7589 0.5126 1.8145
C -0.0440 -0.1403 -0.8307 -12.6408 -0.8503 -5.2626
C 0.9188 0.1451 0.0117 -0.5748 -0.3250 -1.3509
C 1.6207 0.2849 0.9334 4.8968 0.2713 8.3095
C 2.2651 0.2920 2.3470 0.4668 2.3080 3.4992
N -3.4097 -0.5469 -2.7553 -3.0604 -0.4871 -2.2467
N 2.6317 0.5334 3.5115 -2.4636 -1.9656 -8.2909
```
Positions in Å, forces in eV/Å.

E_LUMO   -1.7750 eV
Energy above the lowest of the compared OMol25 structures with the same formula, charge and spin   0.0000 eV
SMILES   N#CC#CC#CC#N
HOMO energy   -10.548 eV

# 5
ORCA calculation (ωB97M-V with the def2-TZVPD basis set) on one molecule with the formula C20H19N7O6S in a non-equilibrium geometry.

The geometry in XYZ format:
```
53
Properties=species:S:1:pos:R:3:forces:R:3
C 2.5464 2.2960 1.6720 -0.0263 0.4669 0.0407
C 1.9571 1.0102 1.0738 -0.1288 -0.4735 0.0172
C 2.7818 0.6299 -0.1356 0.5174 -0.4047 -0.5820
C 1.9923 -0.0105 2.1798 0.3365 -0.6424 0.4991
C 0.4857 1.1299 0.6171 0.0389 0.0633 0.9343
C 0.4022 2.4195 -0.1913 -0.1641 0.3828 -0.6986
C -1.0150 2.8062 -0.4925 -0.3364 0.0280 0.2701
N -1.7084 1.6026 -0.9207 -0.0142 -0.6556 -0.1837
C -2.9692 1.7123 -1.5440 0.5576 0.2892 0.0655
C -3.4517 0.4748 -1.9152 -0.2731 -0.3550 -0.2390
C -4.6601 0.3582 -2.5853 -0.2852 0.4717 -0.1121
C -5.3634 1.5456 -2.8712 0.2698 -0.4211 0.1319
C -4.8639 2.8021 -2.4973 0.1683 0.1872 0.1589
C -3.6424 2.9056 -1.8208 -0.1544 -0.2863 -0.0876
S -2.3318 -0.8140 -1.4669 -1.2331 0.1672 -0.7861
C -1.2533 0.3252 -0.8129 0.8563 -0.4504 1.1581
N -0.1414 -0.1348 -0.1604 -1.0549 5.5428 -0.0031
H 1.9016 2.7042 2.4667 0.1913 -0.0916 -0.1815
H 3.5258 2.0544 2.1239 -0.4751 0.0322 -0.1843
H 2.7249 3.0829 0.9221 -0.0072 -0.2627 0.2734
H 2.2916 -0.1507 -0.7193 0.2887 0.2795 0.2051
H 2.9131 1.4766 -0.8180 0.1370 -0.0761 0.1671
H 3.7727 0.2509 0.1470 -0.1691 0.1852 -0.0133
H 1.4627 -0.9209 1.9076 0.1884 0.2371 0.1866
H 3.0197 -0.2905 2.4294 -0.0228 0.1261 0.0919
H 1.4962 0.3807 3.0808 0.1635 -0.1077 -0.1939
H -0.1646 1.2505 1.5081 0.2541 -0.3514 -0.3389
H 0.8382 3.2793 0.3580 -0.1294 -0.8848 -0.1889
H 0.9579 2.3148 -1.1338 -0.1063 0.0097 0.2057
H -1.5358 3.2009 0.4090 0.2993 -0.1490 -0.5637
H -1.0788 3.5433 -1.3110 0.0462 -0.2511 0.3892
H -5.0183 -0.6354 -2.8677 -0.0740 0.4862 -0.0036
H -6.3124 1.4880 -3.3948 0.1320 -0.0257 0.0732
H -5.4250 3.7281 -2.7262 0.3616 -0.7795 0.1214
H -3.2218 3.8703 -1.5235 -0.2922 -0.3836 -0.1386
O 3.8306 -5.3054 1.4664 -0.2489 0.4586 -0.3429
N 2.8718 -4.6055 1.6775 -2.4840 1.9166 0.1511
C 2.0013 -3.7475 0.9784 2.5306 -1.3781 1.1083
C 1.0297 -3.2813 1.8608 -1.4440 -0.0320 2.4866
N 1.2177 -3.8378 3.1289 -0.7330 1.9146 -3.2848
O 2.3345 -4.5838 3.0170 1.0466 -1.0882 -0.8788
C 0.0280 -2.2899 1.4459 -0.8693 0.4466 0.4261
N -1.1416 -2.1186 2.2457 -0.5469 -0.8694 -0.0101
O -1.6502 -3.1226 2.8175 1.1167 1.8883 -0.5875
O -1.6863 -0.9736 2.3047 0.7376 -1.2186 -0.5889
C -0.0108 -1.5332 0.0331 -0.3738 -4.3551 1.4480
C 1.1682 -2.1094 -0.6775 1.5850 -0.2269 -3.0534
N 1.4950 -1.8006 -1.9999 -1.1413 -1.3927 2.0774
O 1.0027 -1.0241 -2.8238 0.5714 -0.5528 0.7171
O 2.5194 -2.6697 -2.3971 0.1038 0.5620 0.2973
N 2.9312 -3.4810 -1.3535 -2.4777 1.4481 2.1193
C 2.1017 -3.1331 -0.3046 1.2046 -0.7474 -2.9717
H -0.9556 -2.0693 -0.4063 1.5625 1.3233 0.3966
```
Positions in Å, forces in eV/Å.

E_LUMO   -0.5049 eV
HOMO energy   -7.253 eV

# 6
ORCA calculation (ωB97M-V with the def2-TZVPD basis set) on one molecule with the formula C7H6N2O2S in a non-equilibrium geometry.

The geometry in XYZ format:
```
18
Properties=species:S:1:pos:R:3:forces:R:3
C -2.7061 -0.1295 -0.9995 0.6684 -0.9301 -0.0227
C -1.4843 -0.7236 -0.7901 -0.6820 -0.3877 -0.2691
C -2.8156 1.2424 -0.7520 0.8797 0.9464 0.5089
C -0.3850 -0.0057 -0.2943 -0.5963 1.5511 0.4801
C -0.6438 1.4739 0.0760 1.4584 -2.5739 -0.3112
C 1.8950 -0.7320 0.3950 -0.2548 0.2792 0.1827
C 2.4472 0.0935 1.5120 -0.0563 0.0887 0.2437
N -1.8431 1.9569 -0.2653 -1.8019 1.6645 -0.2517
N 0.7429 -0.6538 -0.1313 0.9036 -1.3070 -0.5835
O 0.2209 2.0906 0.6669 0.0196 0.4707 0.0996
O 2.3896 -2.7968 -1.2250 -0.3412 -0.4378 -0.5357
S 3.0088 -2.0469 -0.1285 -0.1925 1.0088 0.4921
H -3.5354 -0.6763 -1.4086 -0.1558 -0.1746 -0.0743
H -1.3262 -1.7638 -1.0355 0.0253 -0.0929 0.0060
H -3.7195 1.7856 -0.9921 -0.1911 -0.0100 -0.0519
H 2.3950 -0.4598 2.4494 0.0566 -0.0471 0.0803
H 1.8715 1.0129 1.6110 0.0816 -0.0965 -0.0680
H 3.4880 0.3325 1.3120 0.1786 0.0483 0.0745
```
Positions in Å, forces in eV/Å.

E_LUMO (spin up / spin down)   -1.9620 / -2.3835 eV
Energy above the lowest of the compared OMol25 structures with the same formula, charge and spin   2.5574 eV
HOMO energy (spin up / spin down)   -8.480 / -9.040 eV

| no. | calculated total energy (eV) |
| --- | --- |
| 1 | -103300.732 |
| 2 | -85449.251 |
| 3 | -9338.282 |
| 4 | -9194.469 |
| 5 | -54585.343 |
| 6 | -25263.486 |